Below is C41H28F6HgIN4O7PS4 as an isolated structure, with properties calculated with the ωB97M-V functional and the def2-TZVPD basis.

Properties
HOMO-LUMO gap (alpha / beta)   3.87 / 6.48 eV
Multiplicity   2
Max |F|   1.07 eV/A
Total charge   -1
E   -5309.3618 hartree
Energy relative to the best compared isomer or geometry (same formula, charge and spin)   1.0358 eV

Atoms and positions in Å:
Hg: 0.590 1.509 -0.343
F: 2.059 5.317 0.578
C: 2.134 5.853 -0.640
F: 3.334 5.592 -1.151
F: 1.981 7.172 -0.539
S: 0.854 5.136 -1.724
O: 1.142 3.713 -1.663
O: 1.025 5.799 -2.978
N: -0.483 5.582 -1.036
S: -1.441 4.690 -0.155
O: -2.812 4.878 -0.506
O: -0.983 3.326 0.020
C: -1.276 5.504 1.506
F: -0.237 5.021 2.165
F: -2.383 5.294 2.199
F: -1.105 6.817 1.351
I: 3.383 1.587 -1.629
C: 4.482 0.080 -0.693
C: 5.753 0.571 -0.374
C: 6.709 -0.282 0.136
C: 6.392 -1.620 0.282
C: 5.118 -2.128 -0.029
C: 4.899 -3.525 0.094
C: 3.657 -4.081 -0.205
C: 2.613 -3.273 -0.562
C: 2.738 -1.845 -0.664
P: 1.179 -1.042 -0.992
C: 0.728 -1.494 -2.724
C: 0.360 -2.782 -3.114
C: 0.161 -3.088 -4.453
C: 0.322 -2.113 -5.429
C: 0.682 -0.826 -5.055
C: 0.882 -0.525 -3.715
C: -0.060 -1.964 0.005
C: -1.309 -2.331 -0.495
C: -2.241 -2.970 0.314
C: -1.936 -3.237 1.640
C: -0.705 -2.849 2.155
C: 0.225 -2.217 1.346
C: 4.051 -1.246 -0.482
H: 5.985 1.613 -0.541
H: 7.693 0.094 0.389
H: 7.137 -2.323 0.638
H: 5.729 -4.146 0.408
H: 3.500 -5.150 -0.124
H: 1.649 -3.737 -0.718
H: 0.221 -3.557 -2.372
H: -0.119 -4.096 -4.734
H: 0.175 -2.357 -6.473
H: 0.811 -0.054 -5.804
H: 1.180 0.479 -3.435
H: -1.565 -2.111 -1.524
H: -3.202 -3.261 -0.096
H: -2.658 -3.735 2.274
H: -0.471 -3.031 3.196
H: 1.186 -1.917 1.748
O: 2.772 1.679 1.953
C: 1.712 1.598 2.533
N: 0.505 1.293 1.935
S: -0.753 1.315 2.988
O: -1.307 -0.006 3.142
O: -1.691 2.365 2.703
C: 0.228 1.718 4.396
C: -0.170 1.876 5.710
C: 0.818 2.181 6.635
C: 2.153 2.313 6.247
C: 2.530 2.137 4.922
C: 1.541 1.837 4.005
H: -1.206 1.767 6.002
H: 0.550 2.318 7.675
H: 2.901 2.556 6.991
H: 3.558 2.222 4.595
S: -5.893 -0.452 -2.263
C: -4.239 0.086 -1.857
C: -3.354 0.416 -2.870
C: -2.051 0.749 -2.526
N: -1.617 0.728 -1.272
C: -2.484 0.455 -0.297
C: -3.808 0.143 -0.543
C: -5.789 -2.086 -1.551
C: -5.216 -3.126 -2.266
C: -5.138 -4.377 -1.667
N: -5.588 -4.636 -0.440
C: -6.138 -3.628 0.232
C: -6.264 -2.341 -0.275
H: -3.657 0.396 -3.907
H: -1.326 0.994 -3.291
H: -2.108 0.452 0.725
H: -4.469 -0.075 0.285
H: -4.830 -2.964 -3.263
H: -4.689 -5.208 -2.198
H: -6.495 -3.856 1.230
H: -6.723 -1.557 0.312

Cartesian forces (eV/Å) of the 3 atoms listed first:
0.37 -1.00 0.07
0.04 0.01 0.06
0.01 0.02 0.08

Below is C41H29BrIN5O9PRhS as an isolated structure, with properties calculated with the ωB97M-V functional and the def2-TZVPD basis.

Properties
HOMO-LUMO gap   6.21 eV
Multiplicity   1
Max |F|   2.12 eV/A
Total charge   0
E   -6252.3870 hartree
Energy relative to the best compared isomer or geometry (same formula, charge and spin)   2.6526 eV

Atoms and positions in Å:
Rh: 0.164 -0.068 -1.050
I: 2.507 -1.286 -1.359
C: 3.358 -1.796 0.512
C: 4.724 -1.766 0.498
C: 5.479 -2.366 1.524
C: 4.834 -3.065 2.496
C: 3.418 -3.094 2.554
C: 2.786 -3.843 3.572
C: 1.429 -3.863 3.686
C: 0.658 -3.076 2.817
C: 1.225 -2.332 1.808
P: -0.015 -1.270 0.969
C: -1.158 -2.596 0.405
C: -0.656 -3.517 -0.514
C: -1.452 -4.547 -0.984
C: -2.762 -4.673 -0.536
C: -3.257 -3.777 0.396
C: -2.460 -2.740 0.869
C: -0.859 -0.386 2.305
C: -0.288 -0.219 3.566
C: -0.955 0.518 4.532
C: -2.174 1.112 4.240
C: -2.720 0.989 2.971
C: -2.061 0.257 1.998
C: 2.637 -2.379 1.595
H: 5.234 -1.311 -0.343
H: 6.559 -2.312 1.497
H: 5.392 -3.615 3.245
H: 3.409 -4.407 4.256
H: 0.942 -4.450 4.453
H: -0.415 -3.048 2.957
H: 0.363 -3.429 -0.872
H: -1.050 -5.251 -1.703
H: -3.392 -5.468 -0.914
H: -4.270 -3.882 0.765
H: -2.860 -2.050 1.598
H: 0.666 -0.672 3.801
H: -0.520 0.623 5.519
H: -2.692 1.686 4.998
H: -3.657 1.472 2.727
H: -2.463 0.205 0.994
O: -3.410 2.001 -0.900
C: -2.403 1.546 -1.408
O: -1.810 0.467 -0.989
C: -1.855 2.228 -2.647
C: -2.764 2.863 -3.459
C: -2.339 3.538 -4.596
C: -0.999 3.607 -4.908
C: -0.079 2.985 -4.093
C: -0.467 2.241 -2.934
O: 0.401 1.657 -2.188
N: 1.332 3.144 -4.462
O: 1.569 3.565 -5.584
O: 2.194 2.882 -3.649
N: -3.311 4.212 -5.447
O: -4.488 4.118 -5.153
O: -2.894 4.834 -6.407
H: -3.813 2.840 -3.205
H: -0.662 4.153 -5.775
Br: -3.991 -4.991 -4.377
C: -2.227 -4.378 -4.676
C: -1.401 -5.059 -5.559
N: -0.144 -4.691 -5.784
C: 0.333 -3.633 -5.132
C: -0.431 -2.898 -4.234
C: -1.745 -3.278 -3.997
C: 0.204 -1.793 -3.438
O: 1.374 -1.484 -3.661
O: -0.571 -1.300 -2.538
H: -1.761 -5.932 -6.090
H: 1.362 -3.355 -5.317
H: -2.352 -2.726 -3.292
C: 3.578 5.679 2.509
C: 2.310 4.927 2.743
C: 1.500 5.085 3.828
C: 0.317 4.318 3.890
N: -0.019 3.458 2.949
C: 0.770 3.303 1.871
S: 0.396 2.352 0.538
N: 1.934 4.035 1.805
C: -0.628 4.457 5.040
H: 3.754 6.393 3.309
H: 3.528 6.219 1.562
H: 4.425 4.993 2.459
H: 1.756 5.789 4.606
H: 2.484 3.911 0.963
H: -0.433 5.358 5.619
H: -0.525 3.589 5.696
H: -1.650 4.464 4.665

Cartesian forces (eV/Å) of the 3 atoms listed first:
-0.91 1.71 -0.11
0.22 0.26 0.34
-0.19 0.33 -0.04

Below is C41H29F4N6OTcTe as an isolated structure, with properties calculated with the ωB97M-V functional and the def2-TZVPD basis.

Properties
HOMO-LUMO gap (alpha / beta)   3.95 / 3.94 eV
Multiplicity   1
Max |F|   0.42 eV/A
Total charge   +4
E   -2730.1023 hartree
Energy relative to the best compared isomer or geometry (same formula, charge and spin)   0.0000 eV

Atoms and positions in Å:
Tc: 0.755 -0.400 -0.266
Te: 1.752 2.024 -0.256
C: 3.016 2.129 1.398
C: 4.324 2.529 1.144
C: 5.193 2.632 2.225
C: 4.749 2.339 3.506
C: 3.434 1.938 3.733
C: 2.546 1.827 2.675
C: -0.028 2.947 0.314
C: -1.111 2.783 -0.553
C: -2.303 3.417 -0.232
C: -2.383 4.214 0.903
C: -1.280 4.384 1.736
C: -0.083 3.742 1.455
H: 4.669 2.775 0.147
H: 6.211 2.957 2.059
H: 5.429 2.434 4.342
H: 3.099 1.725 4.740
H: 1.517 1.534 2.847
H: -1.061 2.237 -1.488
H: -3.152 3.309 -0.894
H: -3.306 4.731 1.130
H: -1.345 5.034 2.598
H: 0.779 3.893 2.091
F: -2.853 -0.925 2.782
C: -2.855 -1.591 3.934
C: -4.028 -1.761 4.617
F: -5.124 -1.259 4.120
C: -4.054 -2.475 5.861
C: -2.802 -2.988 6.330
C: -1.635 -2.801 5.619
F: -0.518 -3.299 6.100
C: -1.634 -2.097 4.409
C: -0.406 -1.884 3.659
C: -0.284 -1.257 2.475
N: 0.110 -0.756 1.469
C: 0.897 -2.292 4.107
N: 2.003 -2.508 4.330
F: -2.742 -3.645 7.447
C: -5.240 -2.662 6.581
C: -6.493 -2.165 6.142
N: -7.538 -1.806 5.813
C: -5.302 -3.366 7.807
N: -5.382 -3.971 8.786
C: -1.951 2.979 -7.340
C: -2.659 2.203 -6.245
N: -1.927 0.992 -5.794
C: -1.428 0.065 -6.823
C: 0.044 0.262 -7.147
C: -1.755 0.813 -4.497
O: -2.032 1.604 -3.588
C: -1.096 -0.461 -3.954
C: -1.376 -1.796 -4.223
C: -0.807 -2.804 -3.439
C: -0.010 -2.477 -2.370
N: 0.218 -1.171 -2.074
C: -0.297 -0.209 -2.855
H: -2.581 3.823 -7.617
H: -1.791 2.392 -8.243
H: -0.994 3.376 -7.002
H: -3.648 1.875 -6.573
H: -2.792 2.830 -5.369
H: -2.049 0.216 -7.703
H: -1.609 -0.962 -6.509
H: 0.239 1.253 -7.550
H: 0.361 -0.472 -7.887
H: 0.662 0.130 -6.255
H: -2.050 -2.074 -5.023
H: -1.005 -3.846 -3.654
H: 0.438 -3.219 -1.723
H: -0.100 0.823 -2.586
C: 2.303 -1.133 0.000
C: 3.516 -1.710 0.247
C: 4.088 -2.606 -0.706
C: 5.288 -3.199 -0.416
C: 5.918 -2.927 0.804
C: 5.367 -2.053 1.748
C: 4.174 -1.431 1.484
H: 3.583 -2.799 -1.643
H: 5.748 -3.876 -1.123
H: 6.863 -3.409 1.024
H: 5.881 -1.874 2.682
H: 3.724 -0.753 2.197

Cartesian forces (eV/Å) of the 3 atoms listed first:
-0.25 -0.08 -0.10
0.09 0.15 -0.02
-0.07 0.00 -0.05

Below is C41H29N10O4ScSe2 as an isolated structure, with properties calculated with the ωB97M-V functional and the def2-TZVPD basis.

Properties
HOMO-LUMO gap (alpha / beta)   4.86 / 4.86 eV
Multiplicity   1
Max |F|   0.48 eV/A
Total charge   0
E   -7992.2617 hartree
Energy relative to the best compared isomer or geometry (same formula, charge and spin)   0.0000 eV

Atoms and positions in Å:
Sc: 0.119 0.096 -0.588
C: -6.213 2.148 -1.182
C: -6.151 1.482 -2.413
C: -4.960 0.964 -2.889
C: -3.832 1.124 -2.095
C: -2.446 0.712 -2.271
N: -2.030 0.034 -3.342
C: -0.768 -0.261 -3.550
C: -0.306 -1.025 -4.713
C: -0.978 -1.570 -5.793
C: -0.220 -2.256 -6.730
C: 1.164 -2.387 -6.589
C: 1.833 -1.836 -5.506
C: 1.071 -1.156 -4.571
C: 1.424 -0.472 -3.324
N: 2.654 -0.422 -2.866
C: 2.985 0.175 -1.723
N: 2.162 0.747 -0.817
C: 2.921 1.264 0.214
N: 2.498 1.906 1.270
C: 1.216 2.174 1.518
N: 0.137 1.777 0.789
C: -0.979 2.349 1.322
N: -2.219 2.292 0.835
C: -2.542 1.761 -0.319
N: -1.715 1.097 -1.202
C: -3.892 1.784 -0.867
C: -5.087 2.312 -0.394
C: -0.615 3.107 2.499
C: -1.363 3.836 3.421
C: -0.687 4.427 4.468
C: 0.709 4.316 4.592
C: 1.456 3.612 3.670
C: 0.774 2.997 2.621
C: 4.327 0.994 -0.064
C: 5.489 1.275 0.643
C: 6.685 0.832 0.104
C: 6.724 0.133 -1.110
C: 5.566 -0.137 -1.819
C: 4.367 0.302 -1.274
N: 0.300 0.062 -2.766
H: -7.164 2.542 -0.846
H: -7.056 1.374 -2.997
H: -4.900 0.449 -3.838
H: -2.051 -1.468 -5.890
H: -0.705 -2.704 -7.588
H: 1.719 -2.933 -7.341
H: 2.903 -1.936 -5.385
H: -5.128 2.832 0.554
H: -2.437 3.924 3.316
H: -1.235 4.991 5.211
H: 1.201 4.797 5.427
H: 2.532 3.529 3.753
H: 5.450 1.816 1.579
H: 7.614 1.027 0.626
H: 7.680 -0.197 -1.495
H: 5.586 -0.676 -2.757
O: -3.007 -4.986 -0.583
C: -3.656 -4.123 0.180
O: -4.756 -4.344 0.622
C: -2.965 -2.840 0.491
C: -3.523 -1.853 1.277
N: -2.637 -0.849 1.340
N: -1.527 -1.117 0.646
C: -1.710 -2.323 0.123
C: -0.604 -2.843 -0.751
O: -0.672 -3.976 -1.212
O: 0.336 -1.993 -0.933
H: -2.121 -4.639 -0.881
H: -4.475 -1.821 1.779
H: -2.714 0.038 1.818
C: 3.126 -2.224 1.066
Se: 1.499 -1.543 1.882
C: 2.307 -0.673 3.440
C: 1.372 -0.771 4.634
Se: -0.312 0.179 4.322
C: -1.462 -1.114 5.206
H: 3.874 -1.439 0.993
H: 2.852 -2.564 0.069
H: 3.508 -3.061 1.645
H: 2.553 0.359 3.196
H: 3.236 -1.203 3.656
H: 1.842 -0.358 5.525
H: 1.114 -1.812 4.823
H: -1.175 -1.224 6.249
H: -1.411 -2.075 4.697
H: -2.482 -0.740 5.163

Cartesian forces (eV/Å) of the 3 atoms listed first:
-0.05 -0.46 0.15
0.00 0.00 0.01
0.00 0.00 0.00